No. 1
{
  "formula": "C5H10O2",
  "method": "wB97M-V/def2-TZVPD",
  "homo_ev": 0.51,
  "total_charge": -2,
  "smiles": "[O-]CCCCC[O-]",
  "mol_weight_g_mol": 102.13,
  "gap_ha": 0.2433,
  "symbols": ["O", "C", "C", "C", "C", "C", "O", "H", "H", "H", "H", "H", "H", "H", "H", "H", "H"],
  "positions_angstrom": [[-2.557111, 0.946882, -2.478636], [-1.524891, 1.248914, -1.775397], [-0.969338, 0.166458, -0.629245], [0.037425, 0.794030, 0.325471], [1.358725, -0.064241, 0.584418], [1.365276, -1.500012, 1.502865], [2.208227, -1.710252, 2.476731], [-0.487542, 1.600914, -2.420091], [-1.794568, 2.312695, -1.278557], [-1.862448, -0.101185, -0.114287], [-0.520451, -0.826529, -0.880199], [-0.446868, 1.231437, 1.192049], [0.510394, 1.598308, -0.267678], [2.005889, 0.633319, 1.322163], [1.894150, -0.287493, -0.445847], [1.568343, -2.421030, 0.763023], [0.320996, -1.504364, 2.095993]],
  "atomic_forces_ev_per_a": [[-0.9, -1.2, -1.0], [2.0, 1.5, 0.4], [0.0, 0.7, -0.5], [1.8, -0.6, -1.4], [1.2, 0.0, 1.9], [-1.8, -0.6, -0.4], [2.1, 1.0, 1.0], [-1.3, -0.8, 1.0], [1.1, -1.4, 0.5], [-0.9, -0.2, 0.6], [-0.4, 0.8, -1.0], [0.3, -0.1, 0.4], [-0.4, 0.4, 0.3], [-0.8, -1.5, -1.9], [-0.9, 0.7, 2.0], [-1.4, 1.4, 0.2], [0.4, -0.1, -2.0]],
  "nbo_charge": [-0.933, 0.075, -0.467, -0.424, -0.453, 0.017, -0.965, -0.027, 0.032, 0.173, 0.183, 0.179, 0.183, 0.171, 0.165, 0.044, 0.046]
}



No. 2
{
  "formula": "C4H4N2O",
  "method": "wB97M-V/def2-TZVPD",
  "homo_ev": [-7.49, -8.17],
  "mol_weight_g_mol": 96.09,
  "gap_ha": [0.2781, 0.2759],
  "symbols": ["C", "C", "C", "C", "N", "N", "O", "H", "H", "H", "H"],
  "positions_angstrom": [[2.185046, 0.643626, 0.176622], [1.093219, -1.897602, -0.606838], [-0.121132, -0.046380, 0.238052], [-1.455068, 0.664826, 0.072387], [0.987367, 0.760969, 0.255795], [-0.012852, -1.292391, -0.203717], [3.337750, 0.795220, 0.366315], [-1.136385, 1.680569, -0.143986], [-1.912862, 0.082544, -0.762487], [-2.106142, 0.427932, 0.879662], [-0.858942, -1.819310, -0.271803]],
  "atomic_forces_ev_per_a": [[2.3, 0.4, 1.3], [-0.3, 0.2, 0.3], [-0.4, 3.7, 0.6], [1.5, -2.1, -1.1], [-1.5, -0.5, -0.2], [2.1, -2.9, -1.1], [-1.1, -0.5, -0.9], [-1.1, 0.2, 0.1], [0.0, 1.2, 0.0], [-0.5, 0.7, 1.0], [-0.9, -0.4, 0.0]],
  "nbo_charge": [0.873, 0.073, 0.360, -0.654, -0.568, -0.697, -0.481, 0.253, 0.208, 0.231, 0.404]
}



Result set for energy relative to the best compared isomer or geometry (same formula, charge and spin): 2.203 5.329 eV, one per record in the order listed.